{"formula": "C39H104AsF6O39S13", "method": "wB97M-V/def2-TZVPD", "elements": ["As", "S", "S", "S", "S", "S", "S", "S", "S", "S", "S", "S", "S", "S", "F", "F", "F", "F", "F", "F", "O", "O", "O", "O", "O", "O", "O", "O", "O", "O", "O", "O", "O", "O", "O", "O", "O", "O", "O", "O", "O", "O", "O", "O", "O", "O", "O", "O", "O", "O", "O", "O", "O", "O", "O", "O", "O", "O", "O", "C", "C", "C", "C", "C", "C", "C", "C", "C", "C", "C", "C", "C", "C", "C", "C", "C", "C", "C", "C", "C", "C", "C", "C", "C", "C", "C", "C", "C", "C", "C", "C", "C", "C", "C", "C", "C", "C", "C", "H", "H", "H", "H", "H", "H", "H", "H", "H", "H", "H", "H", "H", "H", "H", "H", "H", "H", "H", "H", "H", "H", "H", "H", "H", "H", "H", "H", "H", "H", "H", "H", "H", "H", "H", "H", "H", "H", "H", "H", "H", "H", "H", "H", "H", "H", "H", "H", "H", "H", "H", "H", "H", "H", "H", "H", "H", "H", "H", "H", "H", "H", "H", "H", "H", "H", "H", "H", "H", "H", "H", "H", "H", "H", "H", "H", "H", "H", "H", "H", "H", "H", "H", "H", "H", "H", "H", "H", "H", "H", "H", "H", "H", "H", "H", "H", "H", "H", "H", "H", "H", "H", "H", "H"], "coordinates": [[0.688117, 0.499377, -0.487692], [-6.175160, -1.766527, -5.796970], [8.870544, 5.350436, -1.198531], [-2.848556, 5.589845, 2.624693], [-6.058525, -4.013997, -1.503365], [-1.489904, -3.114157, 7.390070], [4.012606, -5.433068, 2.114133], [1.626613, 2.050769, 4.791573], [-5.722690, 2.724761, -1.006767], [1.728460, 3.741081, -5.181513], [3.878437, 4.688301, 1.322407], [0.496601, -5.583186, -1.055483], [-6.193614, -1.226791, 2.885072], [5.542193, -1.570563, -1.646638], [1.037353, -0.633544, -1.785302], [-0.969393, -0.008380, -0.595346], [0.221845, 1.494046, 0.901010], [2.412831, 1.069296, -0.416532], [0.262009, 1.826811, -1.670970], [1.118229, -0.861928, 0.631213], [2.351216, 3.043629, 3.988258], [2.264918, 4.372513, -3.946413], [1.771492, 4.477044, -6.473867], [-6.447880, -1.227307, -7.163731], [-5.144224, -2.682199, -1.731062], [1.287537, 2.301785, 6.176343], [-0.443402, -2.039600, 6.700507], [7.781768, 4.238062, -1.999922], [-0.376725, -6.699633, -0.706236], [3.424429, -4.227709, 1.549518], [3.153166, 5.234288, 2.453080], [-4.829957, -0.719667, 3.141338], [5.457613, -5.526605, 2.356681], [2.488608, 0.508815, 4.774098], [1.928744, -5.759174, -1.025137], [-7.259212, -0.031603, 3.198886], [-6.855965, 1.780234, -1.080198], [2.956970, 4.884298, -0.031290], [-6.737515, -2.426043, 3.523501], [-1.706653, -2.736756, 8.786406], [-5.515194, -4.772896, -0.339158], [-1.158383, -4.499448, 7.051894], [6.038928, -2.203422, -0.134298], [-4.546351, -2.170645, -5.746236], [5.953009, -2.526047, -2.765119], [-5.762400, 3.820617, -0.022879], [3.610833, -6.737159, 1.157682], [8.720496, 5.079221, 0.219624], [2.277643, 2.196697, -5.375126], [10.184057, 5.279585, -1.842485], [5.220945, 5.119830, 1.042427], [-6.912504, -2.858725, -5.248175], [0.015394, -4.841581, -2.481793], [-4.283085, 1.821666, -0.953965], [-2.874357, 5.699093, 1.021948], [-2.263319, 4.346854, 3.000316], [5.933759, -0.152616, -1.732132], [-7.461479, -3.641765, -1.643380], [-2.236895, 6.791507, 3.128203], [5.611664, 3.572928, -2.794732], [4.468177, -7.799184, 0.898226], [-3.652462, -1.307745, -6.420007], [-2.230938, 6.528248, -1.083492], [-3.060868, 2.383670, -0.357623], [6.853757, -2.103189, 2.122238], [3.910676, 0.450922, 4.765502], [-0.006813, 3.260780, -4.895704], [-5.657503, 3.514635, -2.708198], [-2.944062, 1.761954, 1.032713], [6.384511, 4.404560, -1.739560], [1.689790, 4.156399, -0.003657], [2.618912, 1.346953, -4.203846], [-6.246203, -1.268234, 1.037479], [0.062175, -4.209837, 0.060517], [4.327570, -1.088392, 4.539500], [0.538237, -2.470437, 5.782678], [0.190849, 1.494378, 3.890082], [-4.688081, 5.559234, 2.917561], [-6.038587, -0.446507, -4.509170], [3.586104, -8.898075, 0.451680], [7.913094, 6.926648, -1.597087], [4.006731, 2.919419, 1.353615], [-0.021482, -3.108206, 4.572787], [-5.471339, -5.059908, -2.885259], [-2.999421, -2.527352, 6.481841], [3.140394, -5.891820, 3.638701], [-7.732710, 0.063006, 4.529572], [3.745375, -1.821941, -1.376357], [-8.713511, 1.218179, 4.560888], [3.460662, 0.182129, -4.784992], [-3.853027, -2.587033, -1.120347], [6.039919, -1.389846, 1.022535], [-2.462353, 6.923120, 0.325732], [1.827744, -4.519102, -4.201810], [0.751164, 4.902989, -0.884239], [-2.228919, -1.527853, -5.927014], [0.865009, -3.834982, -3.130723], [-2.901656, -1.839421, -2.101250], [1.326074, 3.967457, 1.006353], [0.266641, 5.705608, -0.328229], [7.046780, 7.029161, -0.943560], [-0.635874, -2.419129, 3.993303], [-5.892734, -0.826155, -3.497886], [5.921762, 5.390316, -1.786953], [-6.583447, 3.283856, -3.234969], [-2.065853, -2.598657, -5.804969], [5.722545, 2.489269, -2.833322], [7.917654, -2.173737, 1.895889], [2.936305, -0.477235, -5.476647], [-2.140748, 2.255089, -0.927646], [-1.645546, 5.610976, -1.147031], [-1.496142, 7.266073, 0.695760], [-0.639438, -4.004171, 4.631774], [-8.237250, 2.188878, 4.698744], [-1.949590, -1.680221, -1.594971], [6.204481, 4.049873, -0.724729], [-9.429817, 1.027444, 5.360035], [-3.755848, -0.226547, -6.328241], [-5.521526, -0.649936, 0.507729], [-0.340214, 2.568821, -5.669099], [0.452808, 0.686145, 3.207264], [-6.854706, 0.194190, 5.162018], [3.101091, 2.396166, 1.660423], [4.307810, -9.705344, 0.326862], [-3.356967, -3.544406, -0.960771], [3.552529, -1.148689, -0.541104], [4.894952, -8.094996, 1.856583], [2.189256, -3.779218, -4.915943], [5.194364, -7.469913, 0.155034], [-3.073408, -1.512177, 6.871757], [-3.106133, 0.699706, 0.849786], [-3.315789, -0.945103, -2.566857], [6.539799, -3.125115, 2.334827], [-0.063194, 4.293740, -1.276322], [6.770705, -1.563309, 3.065499], [7.652645, 7.050207, -2.648281], [-5.186035, -4.479643, -3.762761], [4.247103, 2.538606, 0.360986], [6.011900, 3.854747, -3.768638], [3.132168, -8.553210, -0.477358], [-6.195548, -5.871170, -2.959249], [1.029100, -1.537079, 5.507020], [1.254132, 5.389096, -1.720209], [-1.872640, 1.811863, 1.226785], [3.742096, -6.628719, 4.170696], [1.960062, 3.220765, -0.493179], [-1.464103, -1.101258, -6.575985], [4.295113, 0.609652, -5.340893], [6.299892, -0.334478, 0.940630], [2.747275, -4.985776, -3.848592], [-2.073659, -1.148798, -4.916913], [-3.100972, 3.461518, -0.200344], [1.694160, 1.033862, -3.719189], [4.194175, -1.495029, 3.537024], [-3.917250, -2.177735, -0.112152], [1.160310, -3.092441, 6.426285], [-3.546457, 2.097235, 1.876991], [-3.192963, 6.255477, -1.517305], [-7.194660, -0.838105, 0.715734], [2.833427, -9.145333, 1.200302], [3.203028, 1.895966, -3.465269], [4.871314, 2.639738, 1.955585], [0.604386, -3.356612, -0.347060], [3.064532, -5.007707, 4.271698], [-9.279258, 1.181936, 3.629914], [-7.045952, -0.034032, -4.565651], [1.315738, -5.318101, -4.738060], [0.408206, -4.522954, 1.045568], [4.536728, 3.605140, -2.617024], [-1.784018, 7.328890, -1.672844], [-3.234409, 7.656824, 0.557442], [4.436285, 1.053773, 4.024963], [-3.682382, -1.392655, -7.506289], [-0.552004, 4.189861, -5.062070], [-4.847168, 2.963477, -3.185364], [4.062389, -0.279750, -4.002245], [-5.137330, 6.323836, 2.283808], [-0.567162, 1.190201, 4.611892], [0.167253, -3.200111, -3.676765], [3.141624, -1.582755, -2.251781], [-2.619869, -2.575463, -2.854211], [-0.145382, 2.404193, 3.392808], [5.360657, -1.241040, 4.851811], [2.144623, -6.196711, 3.316855], [0.781086, -3.451738, 3.920109], [4.975058, -1.359045, 1.253198], [-5.484690, 4.555094, -2.433094], [4.192775, 0.889493, 5.722676], [-8.214329, -0.836229, 4.913649], [-0.040994, 2.805038, -3.906147], [-2.854572, -2.630394, 5.406424], [-6.207141, -2.319226, 0.751135], [-5.011996, 5.890153, 3.904312], [-5.125837, 4.588185, 2.686199], [1.380337, -3.088392, -2.526438], [-4.602234, -5.503606, -2.399552], [-5.286069, 0.321429, -4.688328], [8.558494, 7.773534, -1.363954], [3.600040, -1.616076, 5.156227], [-3.775542, -3.276260, 6.639527], [3.413279, -2.814035, -1.070459], [-0.996699, -3.955636, 0.013069]], "atomic_forces_ev_per_a": [[0.6901, -0.1689, 0.5172], [2.3000, 1.9656, -1.5385], [-2.0730, -0.9753, -0.6949], [-0.7192, 1.0299, -0.0024], [0.9795, -1.8487, 0.4434], [-1.1282, 0.2538, -0.1644], [1.3593, -0.9715, -0.6866], [1.7670, -0.8726, -0.2219], [-0.8923, -0.1030, -0.5023], [-0.4174, 0.4648, 0.1375], [-0.9183, -0.1289, 0.0517], [-0.9059, 1.0609, 0.9292], [1.3791, 0.7723, -0.6275], [0.7915, -2.3397, -1.3848], [0.1001, 0.7695, 0.0258], [0.2619, 0.0048, 0.2171], [0.8286, -0.3721, -1.0919], [-2.0587, -0.7031, -0.2854], [0.7411, -1.3207, 1.1998], [-0.4735, 1.4732, -0.8681], [-0.9868, -1.9427, 1.5240], [-0.8843, -1.5516, -2.7578], [0.4177, -2.0796, 2.8705], [0.4529, -1.1805, 3.5857], [-1.1934, -0.6819, 0.2593], [0.4464, -0.0870, -1.3263], [-2.2254, -0.2617, 1.8444], [2.3506, 2.2773, 0.3046], [1.0317, 1.4313, -1.4702], [0.5503, -1.7675, 0.6890], [0.8085, -0.5767, -1.3811], [-2.2721, -1.1960, 0.4624], [-2.0580, 0.3812, -0.2820], [-1.6005, 1.9027, -0.8958], [-1.0075, 0.1122, -0.6010], [0.7775, -1.0982, -1.3537], [2.5430, 1.1206, 0.5736], [1.1222, 0.3649, 1.7727], [1.1269, 1.5396, -0.9990], [0.8123, -0.4692, -2.0934], [-1.7069, 2.1923, -1.7140], [-0.0353, 1.9618, 0.4229], [0.6823, 0.3884, -3.5590], [-1.7153, -0.0093, -0.0409], [-0.8950, 2.9903, 3.9155], [0.6074, -2.0789, -1.3157], [-1.5044, 3.8927, 1.4218], [0.4952, 0.5572, -1.5064], [0.3771, 1.5884, 0.2775], [-2.5619, 0.1455, 0.8188], [-0.7707, 0.5811, -0.2058], [0.3654, 0.2302, -0.3733], [0.7122, -0.6740, 1.2568], [-1.9065, 1.5490, -0.6204], [0.2574, -0.4584, 0.3909], [-0.3710, -0.3354, -0.2818], [-0.9768, -2.4875, 0.3116], [2.2681, -0.2070, 0.4707], [-0.7523, -0.2286, -0.1271], [0.6629, -0.5868, 0.2758], [0.6837, 0.0628, 1.2304], [1.7274, 1.1572, -1.0929], [-1.2691, -0.5383, -0.9932], [-0.7647, 1.0882, 2.2222], [-0.0452, 0.1207, -0.1342], [0.7908, -0.9791, -0.1222], [0.7915, 0.6780, -0.4732], [0.4440, -1.1572, 1.7234], [1.2386, -1.0192, -1.0952], [-1.2106, -1.9324, 0.3406], [0.9249, -0.7792, -1.0185], [0.4034, -0.4065, -0.7095], [-1.3270, 0.0245, 0.5696], [0.5346, -0.4544, -0.9444], [-1.1118, 1.7180, 0.9258], [0.3926, -0.3307, 0.8266], [0.0497, 0.2405, 0.4730], [0.4132, 0.5758, -0.1783], [-1.2678, -0.1966, -0.6219], [0.4258, -0.2221, -0.7027], [1.1584, 0.0674, 0.3952], [-0.0108, -0.8234, -0.1006], [-0.3763, -0.8789, -1.8148], [0.0361, 0.4085, 1.3609], [1.4657, -1.3608, 0.2270], [0.2509, 0.6453, -0.6817], [0.1890, 0.2818, 1.1156], [0.3807, 0.6877, 0.2512], [-0.0855, -0.3703, 0.1483], [0.4854, 1.3338, 0.2082], [1.6943, 0.3391, -0.3567], [-1.0551, -0.2515, 1.3786], [0.7043, -0.2370, 1.2848], [-0.3723, 0.3771, 0.7607], [-0.8783, 1.0991, 0.0886], [-0.1421, -1.0671, 0.7415], [0.8563, -1.0609, -1.8531], [-0.2619, -1.2088, 0.6564], [0.0697, 0.2446, 0.0126], [0.1071, 0.1230, 0.1561], [0.1165, -0.5096, -0.0488], [0.1915, 0.3421, -0.0260], [-0.0018, -0.6524, -0.3154], [0.8138, 0.3660, -0.1859], [-0.0408, 0.2933, 0.3789], [0.2586, -0.1539, -0.3585], [0.9195, -0.2167, 0.8098], [-0.0113, 0.2456, -0.3027], [-0.1120, -0.1524, 0.4822], [-0.5721, -0.8748, -0.5752], [0.1845, 0.3943, 0.1451], [-0.2108, 0.0289, 0.6257], [0.0317, 0.0019, 0.9294], [-0.0789, -0.0751, -0.1405], [-0.2477, 0.5747, 0.1423], [-0.0903, -0.0100, -0.0831], [0.0536, 0.2677, 0.1342], [-1.1817, 0.1469, 0.7165], [0.4858, -0.1216, 0.8094], [0.4056, -0.0606, 0.0214], [0.0501, 0.3222, -0.0026], [-0.0528, 0.3560, 0.2735], [0.1032, 0.3596, 0.2722], [-0.5567, -0.5701, -0.4324], [-0.5482, -0.4348, -0.1553], [-0.3815, 0.1587, -0.2135], [0.8106, 0.0288, -0.1643], [-0.3251, 0.2042, -0.0748], [0.2556, -0.3828, 0.1436], [-0.6769, -0.2259, -0.3143], [-0.1761, -0.2077, 0.3986], [0.1043, 0.0340, 0.2822], [-0.3692, 0.0319, -0.3293], [0.2576, -0.3525, 0.0489], [-0.0626, 0.2170, -0.1091], [0.0420, -0.6475, 0.0468], [-0.5565, -0.2176, -0.0279], [-0.0464, 0.4790, -0.2431], [-0.8164, 0.5137, -0.2498], [-0.2251, -0.6064, -0.0747], [-0.1293, 0.3292, -0.5643], [0.3287, -0.1701, 0.0927], [0.1784, -0.3295, -0.0525], [-0.1740, 0.1866, 0.6993], [-0.2761, -0.2114, -0.3215], [-0.3530, -0.1065, 0.3158], [-0.2419, -0.0132, -0.1347], [-0.2101, 0.3865, -0.4158], [0.6701, -0.1547, -0.7511], [-0.1819, 0.1335, 0.7679], [-0.1547, 0.3418, -0.0067], [-0.6698, 0.2360, -0.4117], [-0.0300, -0.0967, -0.1556], [-0.0120, 0.6163, -0.2065], [-0.2537, 0.4887, -0.2380], [0.6862, -0.2620, -0.7955], [-0.0779, 0.3671, -0.4944], [-0.1206, 0.1491, -0.3592], [-0.2738, -0.3258, 0.2095], [0.0779, -0.0063, -0.1043], [-0.0081, 0.2235, -0.2477], [-0.2336, 0.2969, 0.3829], [0.2360, 0.0658, 0.4663], [0.0597, 0.1194, -0.1973], [0.0236, 0.2404, -0.0263], [0.0641, 0.4191, 0.2039], [-0.3462, 0.2499, -0.0319], [-0.0635, 0.2978, -0.0613], [-0.0809, 1.0509, -0.4601], [0.0523, -0.0647, 0.0924], [0.1253, 0.1954, -0.5025], [-0.6278, 0.2701, -0.4461], [-0.2965, -0.7763, -0.0315], [-0.1993, -0.0489, 0.6378], [0.1754, 0.6015, -0.1532], [-0.7242, -0.6106, 0.2380], [0.2905, -0.1620, -0.4431], [0.1714, -0.0870, 0.0114], [-0.3378, -0.3499, -0.0864], [0.5036, 0.5178, -0.0051], [-0.3598, 0.1125, -0.4704], [-0.0745, -0.1787, -0.2456], [-0.1833, -0.0805, 0.1818], [0.1353, -0.2690, 0.2651], [0.3050, 0.3667, -0.1370], [-0.1391, 0.0642, 0.8792], [0.1020, -0.0679, -0.7130], [0.6442, -0.6457, 0.2408], [-0.0438, -0.3013, -0.6440], [-0.2758, 0.3011, 0.0189], [0.5170, 0.5996, 0.0397], [0.0675, 0.1003, 0.1446], [0.7890, -0.3465, 0.3488], [0.3977, 0.0106, -0.1324], [0.0976, -0.6991, 0.8254], [0.2076, 0.0811, -0.3298], [-0.1027, -0.2665, -0.5701], [0.3457, -0.2256, 0.1644], [0.4296, -0.4057, 0.3069], [-0.2700, 0.5156, 0.8571], [0.9826, -0.3071, 0.0581], [0.0225, -0.4967, 0.0634]], "e_lumo_ev": 1.106, "homo_energy_ev": -8.68, "total_charge": -1, "e_tot_ev": -339978.1105, "multiplicity": 1, "relative_energy_kj_mol": 153.17}